{"formula": "C17H19Cl2N3", "method": "ωB97M-V/def2-TZVPD", "spin_multiplicity": 1, "homo_lumo_gap_ev": 4.6, "total_energy_ha": -1743.12915, "e_lumo_ev": -0.07, "relative_energy_kcal_mol": 431.2, "fmax_ev_per_a": 16.84, "homo_energy_ev": -4.70, "elements": ["Cl", "C", "C", "Cl", "H", "H", "H", "H", "N", "C", "C", "C", "C", "C", "H", "H", "H", "H", "H", "N", "C", "C", "C", "C", "C", "H", "H", "H", "H", "H", "N", "C", "C", "C", "C", "C", "H", "H", "H", "H", "H"], "coordinates": [[3.069, -23.656, 4.967], [3.382, -24.865, 3.688], [2.829, -26.219, 4.248], [4.093, -26.880, 5.344], [4.423, -24.963, 3.381], [2.764, -24.588, 2.833], [2.812, -26.921, 3.414], [1.826, -26.138, 4.665], [3.541, -23.643, 8.041], [3.858, -24.051, 9.340], [4.669, -25.122, 9.587], [5.148, -25.840, 8.459], [4.929, -25.461, 7.152], [4.092, -24.344, 6.963], [3.520, -23.292, 10.030], [5.099, -25.196, 10.575], [5.921, -26.585, 8.570], [5.413, -26.037, 6.378], [3.887, -24.073, 5.937], [7.767, -26.705, 4.469], [7.057, -26.507, 5.635], [6.089, -27.453, 6.077], [5.856, -28.632, 5.269], [6.550, -28.705, 4.101], [7.459, -27.742, 3.716], [7.234, -25.596, 6.188], [5.451, -27.311, 6.937], [5.229, -29.452, 5.586], [6.425, -29.601, 3.512], [8.054, -27.878, 2.825], [2.814, -20.995, 7.923], [2.115, -20.055, 8.617], [1.223, -20.388, 9.607], [0.959, -21.710, 9.914], [1.634, -22.712, 9.229], [2.538, -22.320, 8.217], [2.270, -19.008, 8.405], [0.593, -19.701, 10.152], [0.094, -22.027, 10.477], [1.574, -23.784, 9.340], [3.021, -23.037, 7.570]], "forces_ev_per_angstrom": [[-6.1, 3.9, -9.7], [-1.8, -1.5, 0.1], [0.9, 0.6, -1.1], [-5.9, -0.6, -3.9], [0.0, 0.4, 0.4], [0.2, 0.1, 0.0], [-0.2, 0.0, 0.0], [0.3, 0.1, 0.3], [12.5, -9.4, 6.1], [0.2, -0.1, 0.0], [-0.5, 0.7, -1.4], [1.2, -0.6, 0.8], [-2.0, 3.4, 3.3], [3.6, -2.2, 3.4], [0.5, -0.4, 0.7], [-0.2, -0.4, 0.1], [0.0, -0.3, 0.7], [-0.7, 3.7, 1.3], [3.9, -0.9, 5.0], [-0.9, 1.0, 1.4], [0.2, -2.6, -1.2], [3.4, -3.3, -1.3], [2.2, 1.2, 1.4], [-0.4, -1.5, -0.3], [0.5, 0.3, 0.6], [0.3, 0.0, -0.1], [1.1, -1.3, 0.3], [-0.2, 0.2, 0.1], [0.0, 0.0, -0.4], [0.0, 0.1, -0.2], [0.0, -0.6, 0.1], [1.0, -1.6, 0.3], [-1.1, 0.7, 0.7], [0.4, -2.4, -1.2], [0.0, 0.9, 0.2], [-6.5, 6.7, 1.2], [0.4, 0.0, -0.4], [0.3, 0.7, -0.3], [0.1, 0.2, 0.6], [-1.0, 0.0, 0.5], [-5.9, 4.6, -7.8]]}